Here is a single C5H5N molecule from OMol25. Energies are from wB97M-V/def2-TZVPD.

CARTESIAN COORDINATES (ANGSTROEM)
C1 -1.867 1.611 -0.075
C2 -0.829 1.025 -0.162
C3 0.430 0.308 -0.194
C4 0.281 -1.077 0.463
C5 -0.670 -1.038 1.547
N1 -1.421 -1.032 2.408
H1 -2.771 2.142 -0.015
H2 0.757 0.194 -1.231
H3 1.180 0.897 0.341
H4 1.241 -1.417 0.863
H5 -0.082 -1.811 -0.263

Calculated values
SMILES string: C#CCCC#N
Largest force on an atom, eV Å⁻¹: 0.63
HOMO-LUMO gap, eV: 11.1
Calculated total energy, hartree: -248.19672
Net charge: 0
Energy above the lowest of the compared OMol25 structures with the same formula, charge and spin, kJ/mol: 205.61

Here is a single C5H10O molecule from OMol25. Energies are from wB97M-V/def2-TZVPD.

CARTESIAN COORDINATES (ANGSTROEM)
C1 -1.717 0.513 -0.258
C2 -0.991 -0.792 0.077
C3 0.452 -0.563 0.531
C4 1.630 -0.789 -0.388
C5 1.342 0.589 0.084
O1 1.004 1.503 -0.924
H1 -1.777 1.146 0.637
H2 -2.731 0.345 -0.631
H3 -1.157 1.044 -1.030
H4 -1.526 -1.317 0.882
H5 -1.016 -1.469 -0.787
H6 0.634 -0.843 1.570
H7 2.517 -1.313 -0.045
H8 1.371 -0.952 -1.432
H9 1.979 1.016 0.859
H10 0.551 2.251 -0.515

Calculated values
SMILES string: CC[C@H]1C[C@H]1O
Largest force on an atom, eV Å⁻¹: 0.34
HOMO-LUMO gap, eV: 10.4
Calculated total energy, hartree: -271.70217
Net charge: 0
Energy above the lowest of the compared OMol25 structures with the same formula, charge and spin, kJ/mol: 132.46

Here is 2 unconnected molecules or ions with the total composition CH7NS2 from OMol25. Energies are from wB97M-V/def2-TZVPD.

CARTESIAN COORDINATES (ANGSTROEM)
C1 2.266 0.383 0.563
N1 1.897 1.048 1.824
H1 1.764 0.810 -0.299
H2 3.321 0.546 0.338
H3 2.095 -0.682 0.685
H4 1.100 0.563 2.215
H5 1.619 2.010 1.666
S1 -0.520 -0.065 -1.399
S2 -1.849 -0.758 0.049
H6 0.094 -1.244 -1.498
H7 -1.456 0.059 1.037

Calculated values
SMILES string: CN.SS
Largest force on an atom, eV Å⁻¹: 1.01
HOMO-LUMO gap, eV: 9.2
Calculated total energy, hartree: -893.39477
Net charge: 0
Energy above the lowest of the compared OMol25 structures with the same formula, charge and spin, kJ/mol: 68.02

Here is 9 unconnected molecules or ions with the total composition C40H55F9O26 from OMol25. Energies are from wB97M-V/def2-TZVPD.

CARTESIAN COORDINATES (ANGSTROEM)
O1 0.839 -1.303 -0.895
C1 -0.040 -0.488 -1.035
O2 0.084 0.614 -1.804
C2 -1.054 0.807 -2.661
C3 -1.280 2.281 -2.853
C4 -1.625 3.093 -1.606
C5 -2.755 2.666 -0.711
F1 -2.428 1.537 -0.036
F2 -2.895 3.646 0.235
C6 -4.177 2.528 -1.339
F3 -4.258 3.439 -2.354
F4 -5.119 2.856 -0.411
C7 -4.592 1.165 -1.938
F5 -4.186 0.141 -1.164
F6 -4.051 1.022 -3.169
C8 -6.142 1.027 -2.089
F7 -6.669 2.094 -2.716
F8 -6.371 -0.078 -2.849
F9 -6.733 0.849 -0.888
H1 -1.003 -0.604 -0.529
H2 -1.894 0.280 -2.225
H3 -0.832 0.350 -3.615
H4 -1.988 2.469 -3.647
H5 -0.338 2.681 -3.206
H6 -1.773 4.127 -1.874
H7 -0.758 3.074 -0.958
C9 -3.887 0.366 4.085
C10 -3.083 1.600 4.408
C11 -2.567 2.364 3.211
O3 -1.376 2.976 3.736
C12 -0.922 2.196 4.740
O4 0.135 2.313 5.264
O5 -1.844 1.260 5.065
H8 -4.260 -0.104 4.995
H9 -4.739 0.623 3.455
H10 -3.269 -0.368 3.568
H11 -3.644 2.258 5.078
H12 -3.252 3.125 2.847
H13 -2.285 1.709 2.388
C13 5.114 3.384 -2.111
C14 3.771 2.704 -2.188
C15 3.784 1.352 -2.861
O6 2.446 1.285 -3.408
C16 2.026 2.538 -3.613
O7 1.042 2.824 -4.235
O8 2.855 3.431 -3.053
H14 5.035 4.329 -1.571
H15 5.826 2.744 -1.592
H16 5.495 3.600 -3.109
H17 3.307 2.638 -1.205
H18 3.951 0.532 -2.175
H19 4.494 1.300 -3.684
C17 3.439 -0.507 4.262
C18 2.412 0.261 3.471
C19 1.362 -0.574 2.767
O9 1.042 0.267 1.642
C20 2.110 1.027 1.362
O10 2.213 1.681 0.376
O11 3.029 0.937 2.347
H20 4.123 0.175 4.768
H21 2.948 -1.123 5.010
H22 4.035 -1.141 3.603
H23 1.939 1.021 4.096
H24 0.483 -0.764 3.371
H25 1.756 -1.520 2.387
C21 -7.440 -0.619 -5.587
C22 -7.760 -1.470 -6.790
C23 -7.688 -2.963 -6.560
O12 -7.350 -3.454 -7.864
C24 -6.685 -2.468 -8.517
O13 -6.108 -2.607 -9.540
O14 -6.774 -1.305 -7.827
H26 -7.561 0.438 -5.822
H27 -8.099 -0.865 -4.756
H28 -6.407 -0.769 -5.278
H29 -8.730 -1.192 -7.211
H30 -8.626 -3.396 -6.224
H31 -6.890 -3.237 -5.866
C25 1.609 0.726 -8.185
C26 2.222 1.961 -7.577
C27 2.844 2.923 -8.564
O15 3.865 3.547 -7.774
C28 4.223 2.675 -6.802
O16 5.156 2.810 -6.084
O17 3.363 1.630 -6.761
H32 1.144 0.111 -7.416
H33 0.847 0.999 -8.915
H34 2.371 0.120 -8.676
H35 1.498 2.471 -6.935
H36 2.149 3.668 -8.940
H37 3.319 2.408 -9.404
C29 2.552 -5.116 8.120
C30 1.622 -4.801 6.976
C31 2.243 -4.879 5.600
O18 1.454 -3.936 4.859
C32 0.975 -3.022 5.735
O19 0.443 -2.009 5.423
O20 1.199 -3.422 7.006
H38 2.020 -5.085 9.069
H39 2.981 -6.110 7.998
H40 3.358 -4.383 8.171
H41 0.723 -5.421 7.030
H42 2.176 -5.865 5.148
H43 3.283 -4.544 5.594
C33 7.508 -4.299 -2.242
C34 7.238 -2.910 -1.720
C35 5.797 -2.625 -1.361
O21 5.711 -1.211 -1.575
C36 6.635 -0.873 -2.509
O22 6.703 0.178 -3.050
O23 7.471 -1.915 -2.734
H44 8.572 -4.440 -2.430
H45 7.184 -5.046 -1.518
H46 6.984 -4.461 -3.183
H47 7.897 -2.682 -0.877
H48 5.549 -2.867 -0.331
H49 5.092 -3.122 -2.032
C37 -0.400 0.687 8.765
C38 -1.878 0.391 8.731
C39 -2.501 0.039 10.062
O24 -3.598 -0.799 9.670
C40 -3.271 -1.377 8.487
O25 -3.877 -2.259 7.979
O26 -2.160 -0.804 7.974
H50 -0.043 0.978 7.777
H51 -0.191 1.499 9.462
H52 0.159 -0.198 9.068
H53 -2.417 1.216 8.256
H54 -2.864 0.903 10.613
H55 -1.827 -0.541 10.696

Calculated values
SMILES string: O=COCCCC(F)(F)C(F)(F)C(F)(F)C(F)(F)F.C[C@@H]1COC(=O)O1.C[C@@H]1COC(=O)O1.C[C@@H]1COC(=O)O1.C[C@@H]1COC(=O)O1.C[C@@H]1COC(=O)O1.C[C@@H]1COC(=O)O1.C[C@@H]1COC(=O)O1.C[C@@H]1COC(=O)O1
Largest force on an atom, eV Å⁻¹: 1.59
HOMO-LUMO gap, eV: 10.4
Calculated total energy, hartree: -4412.40630
Net charge: 0

Here is a molecular structure, C5H7NO from OMol25. Energies are from wB97M-V/def2-TZVPD.

CARTESIAN COORDINATES (ANGSTROEM)
O1 2.379 0.040 0.144
C1 1.235 0.478 -0.543
C2 0.145 -0.542 -0.807
C3 -0.307 -0.520 0.669
C4 -1.726 -0.316 0.208
N1 -0.970 0.520 -0.814
C5 0.023 0.944 0.260
H1 2.143 -0.718 0.698
H2 1.555 1.109 -1.369
H3 0.096 -1.349 -1.543
H4 0.179 -0.581 1.611
H5 -2.270 -1.131 -0.283
H6 -2.383 0.217 0.898
H7 -0.098 1.849 0.871

Calculated values
Largest force on an atom, eV Å⁻¹: 2.47
HOMO-LUMO gap, eV: 9.9
Calculated total energy, hartree: -324.54450
Net charge: 0
Energy above the lowest of the compared OMol25 structures with the same formula, charge and spin, kJ/mol: 472.50

Here is 13 unconnected molecules or ions with the total composition H26O13 from OMol25. Energies are from wB97M-V/def2-TZVPD.

CARTESIAN COORDINATES (ANGSTROEM)
O1 -1.388 -2.244 -0.010
H1 -1.644 -1.889 0.848
H2 -1.041 -3.135 0.169
O2 1.023 1.088 4.122
H3 1.153 1.994 3.804
H4 1.332 0.623 3.330
O3 -2.446 2.583 -0.491
H5 -2.501 2.298 0.427
H6 -2.399 1.824 -1.109
O4 1.054 1.120 1.292
H7 0.843 1.976 1.697
H8 0.710 1.453 0.434
O5 0.749 -2.075 -2.610
H9 1.253 -1.819 -3.382
H10 0.820 -2.917 -2.185
O6 1.309 0.520 -2.340
H11 0.685 -0.226 -2.285
H12 1.956 0.264 -1.662
O7 -2.884 -0.348 -0.882
H13 -2.131 -0.590 -1.444
H14 -3.266 -1.237 -0.869
O8 0.027 3.244 -2.283
H15 -0.914 3.412 -2.355
H16 0.307 2.342 -2.078
O9 3.575 0.024 -0.051
H17 4.002 -0.598 0.557
H18 2.828 0.226 0.540
O10 -2.172 -0.254 1.651
H19 -1.809 0.401 1.041
H20 -3.109 -0.055 1.521
O11 0.196 3.460 0.367
H21 0.635 4.190 -0.114
H22 -0.478 3.444 -0.331
O12 0.994 -2.260 1.741
H23 0.157 -2.655 1.981
H24 1.145 -1.427 2.194
O13 0.253 -4.484 -0.460
H25 0.324 -3.752 -1.065
H26 0.849 -4.521 0.294

Calculated values
Largest force on an atom, eV Å⁻¹: 2.18
HOMO-LUMO gap, eV: 11.1
Calculated total energy, hartree: -993.65413
Net charge: 0
Energy above the lowest of the compared OMol25 structures with the same formula, charge and spin, kJ/mol: 312.71